{
  "formula": "C35H32BN5O2PbS5Te",
  "method": "the ωB97M-V functional and the def2-TZVPD basis",
  "elements": ["Pb", "C", "S", "C", "S", "N", "N", "C", "C", "C", "C", "C", "C", "N", "H", "H", "H", "H", "H", "H", "H", "H", "S", "C", "S", "S", "C", "C", "C", "C", "N", "C", "C", "H", "H", "H", "H", "H", "H", "H", "C", "C", "N", "H", "H", "H", "O", "B", "O", "C", "C", "C", "C", "C", "C", "H", "H", "H", "H", "Te", "C", "C", "C", "C", "C", "C", "C", "C", "C", "C", "C", "C", "H", "H", "H", "H", "H", "H", "H", "H", "H", "H"],
  "coordinates": [[-0.155, 0.348, 0.279], [-2.912, -0.661, -5.562], [-2.420, -1.948, -4.380], [-1.850, -0.774, -3.080], [-0.627, 0.280, -3.489], [-2.617, -0.846, -2.058], [-2.445, -0.344, -0.865], [-3.469, 0.138, -0.239], [-3.390, 0.536, 1.128], [-4.559, 0.844, 1.842], [-4.464, 1.204, 3.165], [-3.207, 1.248, 3.760], [-2.104, 0.934, 2.986], [-2.186, 0.598, 1.713], [-2.986, -1.095, -6.554], [-2.135, 0.101, -5.534], [-3.869, -0.246, -5.259], [-4.440, 0.246, -0.730], [-5.515, 0.788, 1.341], [-5.352, 1.453, 3.735], [-3.083, 1.536, 4.792], [-1.106, 0.966, 3.398], [-0.335, 4.712, 2.578], [-0.226, 3.355, 1.623], [0.907, 2.096, 2.036], [-1.220, 3.118, 0.272], [2.911, -5.990, -2.568], [2.314, -4.730, -2.012], [1.364, -4.004, -2.709], [0.877, -2.829, -2.153], [1.246, -2.386, -0.968], [2.128, -3.092, -0.286], [2.706, -4.252, -0.767], [2.432, -6.267, -3.504], [2.797, -6.807, -1.857], [3.978, -5.846, -2.746], [1.011, -4.344, -3.672], [0.156, -2.226, -2.683], [2.371, -2.709, 0.694], [3.441, -4.789, -0.183], [4.454, -1.037, 2.412], [3.507, -0.536, 1.456], [2.760, -0.140, 0.682], [5.341, -1.397, 1.889], [4.001, -1.850, 2.981], [4.734, -0.222, 3.082], [-1.089, -2.660, 1.744], [-0.211, -1.580, 1.984], [0.255, -1.730, 3.319], [-0.344, -2.810, 3.844], [-0.248, -3.353, 5.110], [-1.005, -4.489, 5.378], [-1.816, -5.062, 4.411], [-1.913, -4.524, 3.132], [-1.174, -3.390, 2.864], [0.382, -2.905, 5.864], [-0.954, -4.936, 6.363], [-2.384, -5.951, 4.654], [-2.548, -4.969, 2.380], [2.692, 1.754, -1.075], [3.669, 2.961, -2.623], [3.101, 3.194, -3.867], [3.773, 3.939, -4.821], [5.025, 4.464, -4.546], [5.610, 4.227, -3.314], [4.930, 3.484, -2.363], [3.587, 0.075, -2.062], [4.802, -0.428, -1.629], [5.354, -1.549, -2.221], [4.697, -2.174, -3.266], [3.495, -1.658, -3.718], [2.947, -0.538, -3.123], [2.124, 2.788, -4.090], [3.317, 4.118, -5.787], [5.543, 5.063, -5.287], [6.594, 4.623, -3.091], [5.388, 3.301, -1.398], [5.310, 0.056, -0.805], [6.302, -1.936, -1.868], [5.116, -3.062, -3.721], [2.975, -2.142, -4.531], [1.996, -0.156, -3.464]],
  "lowdin_charge": [0.795, -0.465, 0.696, -1.190, 0.503, -0.107, -0.076, -0.105, -0.292, -0.030, -0.079, -0.045, -0.157, -0.030, 0.010, -0.035, 0.021, 0.121, 0.101, 0.096, 0.099, 0.074, 0.278, -1.913, 0.252, 0.331, -0.057, -0.292, -0.029, -0.129, 0.089, -0.141, -0.032, 0.070, 0.074, 0.073, 0.109, 0.055, 0.083, 0.103, -0.034, -0.250, -0.021, 0.083, 0.088, 0.092, 0.107, -0.560, 0.098, -0.236, -0.015, -0.130, -0.128, -0.008, -0.232, 0.107, 0.085, 0.086, 0.111, 1.327, -0.478, -0.131, -0.109, -0.126, -0.118, -0.161, -0.485, -0.161, -0.112, -0.112, -0.098, -0.142, 0.096, 0.093, 0.087, 0.089, 0.079, 0.085, 0.088, 0.090, 0.103, 0.024],
  "total_charge": -2,
  "lumo_ev": 3.791,
  "relative_energy_kcal_mol": 42.3,
  "max_force_ha_per_bohr": 0.039,
  "multiplicity": 1,
  "total_energy_ha": -4253.8896
}

---

{
  "formula": "C26H37N2O4P2Zr",
  "method": "the ωB97M-V functional and the def2-TZVPD basis",
  "elements": ["Zr", "P", "C", "C", "N", "C", "C", "C", "C", "C", "P", "H", "H", "H", "H", "H", "H", "H", "H", "O", "H", "H", "O", "H", "C", "H", "H", "H", "C", "H", "H", "H", "C", "H", "H", "H", "C", "H", "H", "H", "C", "C", "C", "C", "C", "C", "N", "C", "C", "C", "C", "C", "C", "C", "O", "O", "C", "C", "H", "H", "H", "H", "H", "H", "H", "H", "H", "H", "H", "H", "H", "H"],
  "coordinates": [[-0.094, 0.302, -1.379], [0.304, 2.563, -0.110], [1.063, 3.177, -1.685], [2.170, 2.278, -2.212], [1.924, 0.937, -2.211], [2.846, 0.080, -2.728], [4.065, 0.548, -3.191], [4.335, 1.911, -3.171], [3.371, 2.784, -2.677], [2.513, -1.393, -2.806], [0.721, -1.777, -2.807], [3.523, 3.864, -2.647], [4.776, -0.177, -3.590], [5.280, 2.293, -3.553], [2.916, -1.819, -3.736], [2.973, -1.942, -1.967], [0.239, 3.268, -2.457], [1.437, 4.184, -1.442], [-1.713, 0.720, -3.717], [-1.093, 1.285, -3.058], [-0.868, 2.161, -3.419], [-2.579, -0.869, -3.135], [-2.433, -0.502, -4.035], [-3.195, -0.752, -4.593], [0.350, -1.791, -4.577], [0.871, -2.639, -5.036], [-0.730, -1.887, -4.743], [0.686, -0.864, -5.056], [0.685, -3.511, -2.325], [-0.351, -3.843, -2.190], [1.156, -4.124, -3.104], [1.218, -3.658, -1.377], [1.665, 2.698, 1.082], [1.886, 3.764, 1.254], [1.383, 2.219, 2.030], [2.565, 2.197, 0.702], [-0.850, 3.831, 0.430], [-1.435, 3.464, 1.287], [-0.300, 4.735, 0.729], [-1.548, 4.077, -0.381], [-3.301, 2.085, 2.939], [-1.964, 1.572, 3.409], [-1.051, 2.478, 3.948], [0.215, 2.063, 4.364], [0.593, 0.746, 4.172], [-0.311, -0.166, 3.596], [0.189, -1.452, 3.421], [-0.322, -2.530, 2.691], [-0.450, -3.768, 3.335], [-1.109, -4.824, 2.717], [-1.585, -4.697, 1.410], [-1.385, -3.518, 0.706], [-0.736, -2.453, 1.336], [-0.492, -1.280, 0.542], [-1.458, -0.746, -0.185], [0.689, -0.776, 0.375], [-1.644, 0.209, 3.316], [-2.696, -0.778, 2.945], [-3.477, 1.840, 1.879], [-4.134, 1.674, 3.529], [-3.333, 3.177, 3.045], [-1.355, 3.518, 4.066], [0.906, 2.762, 4.825], [1.585, 0.382, 4.457], [0.976, -1.706, 4.015], [-0.069, -3.858, 4.358], [-1.265, -5.747, 3.275], [-2.101, -5.522, 0.929], [-1.698, -3.391, -0.331], [-2.667, -0.984, 1.872], [-2.594, -1.722, 3.486], [-3.687, -0.377, 3.160]],
  "lowdin_charge": [1.709, 0.821, -0.275, -0.309, -0.048, -0.278, 0.032, 0.042, 0.032, -0.250, 0.810, 0.145, 0.147, 0.147, 0.119, 0.124, 0.093, 0.120, 0.072, -0.188, 0.096, 0.103, -0.011, 0.142, -0.225, 0.079, 0.040, 0.071, -0.212, 0.056, 0.083, 0.073, -0.191, 0.084, 0.038, 0.065, -0.201, 0.040, 0.085, 0.069, -0.048, -0.246, -0.063, -0.085, -0.034, -0.201, 0.107, -0.185, 0.022, -0.011, -0.036, -0.019, -0.137, -0.526, -0.170, -0.111, -0.158, -0.008, 0.085, 0.099, 0.085, 0.120, 0.120, 0.126, 0.159, 0.140, 0.133, 0.123, 0.111, 0.070, 0.105, 0.089],
  "total_charge": 3,
  "lumo_ev": -10.713,
  "relative_energy_kcal_mol": 11.0,
  "max_force_ha_per_bohr": 0.036,
  "multiplicity": 1,
  "total_energy_ha": -2152.3877
}